Below is a structure of composition C27H31As2N6O2PdS2 at a distorted geometry, with properties calculated with ωB97M-V/def2-TZVPD.

XYZ file:
```
71
Properties=species:S:1:pos:R:3:lowdin_charge:R:1
Pd -0.65 0.26 -0.23 0.733
As 1.03 0.43 -2.22 1.281
As -0.51 -2.22 -0.60 1.210
S 1.07 0.37 1.65 0.564
S -3.61 2.42 -3.09 1.188
O 0.11 -0.60 2.11 -0.295
O 1.77 -0.03 0.44 -0.378
N -2.40 0.99 -1.32 -0.017
N 0.23 1.70 1.23 -0.127
N -1.16 2.86 -1.95 0.106
N -2.04 1.77 1.28 0.099
N 5.46 1.58 5.38 0.213
N -0.86 2.18 3.25 0.167
C -5.68 0.51 -2.75 -0.044
C 2.10 0.78 4.21 -0.032
C -1.58 -3.11 -2.01 -0.223
C 1.86 -1.34 -2.10 -0.407
C 2.32 0.80 2.84 -0.260
C 2.46 1.75 -2.11 -0.195
C 3.55 1.19 2.32 -0.046
C -4.42 1.00 -2.46 -0.431
C -2.00 2.39 3.88 -0.058
C 3.14 1.05 5.07 0.033
C 4.43 1.37 4.56 -0.258
C 1.25 -2.41 -1.45 -0.403
C -3.23 2.31 3.25 0.018
C -0.89 1.90 1.96 -0.530
C 4.60 1.46 3.16 0.027
C -2.27 2.09 -2.03 -0.677
C -3.18 1.97 1.91 -0.079
C -3.60 0.37 -1.50 -0.328
C -5.33 -1.22 -1.07 -0.045
C 3.09 -1.53 -2.73 -0.077
C -0.67 -3.54 0.85 -0.212
C 0.71 0.53 -4.17 -0.192
C -4.05 -0.75 -0.80 -0.049
C 1.85 -3.67 -1.46 -0.071
C 3.69 -2.78 -2.73 -0.022
C -6.13 -0.60 -2.04 -0.033
C 3.06 -3.85 -2.11 -0.022
H -1.10 -4.07 -2.24 0.054
H -1.19 3.77 -2.41 0.125
H -0.37 -4.54 0.51 0.056
H 0.00 -0.22 -4.51 0.046
H -1.91 2.61 4.94 0.135
H -7.12 -0.98 -2.23 0.126
H 2.04 2.75 -2.25 0.051
H 1.12 0.53 4.59 0.120
H 3.59 -0.70 -3.21 0.107
H 3.00 1.01 6.14 0.132
H -0.06 -3.23 1.70 0.037
H 3.21 1.58 -2.89 0.062
H 1.67 0.35 -4.66 0.061
H -1.60 -2.50 -2.91 0.038
H 0.36 1.52 -4.44 0.044
H 2.93 1.69 -1.12 0.026
H -4.08 1.83 1.31 0.128
H -4.16 2.50 3.76 0.124
H 1.37 -4.51 -0.98 0.110
H -2.60 -3.31 -1.69 0.036
H 6.38 1.79 5.03 0.141
H 4.65 -2.91 -3.20 0.131
H -6.30 0.99 -3.49 0.129
H -0.66 2.84 -1.05 0.080
H 5.34 1.50 6.38 0.140
H 3.67 1.23 1.25 0.106
H 3.52 -4.82 -2.12 0.130
H -5.72 -2.06 -0.53 0.121
H 5.57 1.74 2.76 0.131
H -1.71 -3.58 1.16 0.055
H -3.41 -1.21 -0.05 0.092
```

For the HOMO-LUMO gap (alpha / beta), the calculation gives 3.3725 / 3.3337 eV. The HOMO energy (alpha / beta) comes out at -15.364 / -15.355 eV. The net charge is +3. For the total energy, the calculation gives -188336.3085 eV.

Below is a cluster of 2 separate species, C2H6O2S in total at a distorted geometry, with properties calculated with ωB97M-V/def2-TZVPD.

XYZ file:
```
11
Properties=species:S:1:pos:R:3:lowdin_charge:R:1
S -2.04 -0.84 -0.72 0.788
O -1.53 0.16 -1.90 -0.480
O 2.14 -0.18 -0.86 0.021
C -1.20 -0.12 0.81 -0.353
C 2.20 0.30 0.21 -0.154
H 3.02 0.93 0.45 0.066
H -0.82 -0.34 -2.26 -0.007
H 1.46 0.08 1.04 0.075
H -1.98 -0.13 1.59 0.031
H -0.40 -0.73 1.11 -0.027
H -0.84 0.87 0.54 0.040
```

For the HOMO-LUMO gap, the calculation gives 9.4213 eV. The energy above the lowest of the compared OMol25 structures with the same formula, charge and spin comes out at 195.21 kJ/mol. The HOMO energy comes out at -8.696 eV. As for the SMILES: C=O.CSO. The net charge is 0. For the total energy, the calculation gives -17099.4980 eV.

Below is the ion C4H4N3O2S2 with charge -1 at a distorted geometry, with properties calculated with ωB97M-V/def2-TZVPD.

XYZ file:
```
15
Properties=species:S:1:pos:R:3:lowdin_charge:R:1
S 2.32 0.30 1.70 0.583
S 2.72 0.95 -1.21 0.737
O -1.97 1.63 0.15 -0.051
O -3.14 -0.29 0.52 -0.021
N -0.80 -1.58 0.07 -0.004
N 0.27 -0.36 -1.47 -0.021
N -0.34 -1.44 -1.22 -0.009
C -0.69 -0.31 0.66 -0.253
C 1.75 0.58 0.18 -1.110
C 0.23 0.45 -0.25 -0.414
C -2.19 0.46 0.43 -0.684
H -0.15 1.47 -0.47 0.127
H -1.59 -2.17 0.20 0.114
H 4.05 0.68 -1.06 -0.124
H -0.49 -0.37 1.77 0.131
```

For the HOMO-LUMO gap, the calculation gives 6.9064 eV. The energy above the lowest of the compared OMol25 structures with the same formula, charge and spin comes out at 8.67 kJ/mol. The HOMO energy comes out at -4.188 eV. As for the SMILES: O=C([O-])[C@H]1NN=N[C@@H]1C(=S)S. The net charge is -1. For the total energy, the calculation gives -34448.0602 eV.

Below is the molecule C4H6ClFOS at a distorted geometry, with properties calculated with ωB97M-V/def2-TZVPD.

XYZ file:
```
14
Properties=species:S:1:pos:R:3:lowdin_charge:R:1
Cl 2.49 0.14 -0.46 0.622
S 0.27 2.26 -0.51 0.762
F -1.95 0.14 -0.75 -0.043
O 0.32 -1.04 -1.30 -0.124
C 0.09 -1.07 0.02 -0.431
C -1.12 -0.07 0.37 -0.204
C 1.11 -0.13 0.69 -0.544
C 0.02 0.97 0.56 -0.745
H 1.34 -0.32 1.78 0.139
H -1.65 -0.54 1.22 0.159
H 0.00 1.55 -1.82 -0.001
H -0.16 1.44 1.48 0.071
H -0.66 -1.34 -1.75 0.225
H -0.09 -1.99 0.47 0.116
```

For the HOMO-LUMO gap, the calculation gives 9.5607 eV. The energy above the lowest of the compared OMol25 structures with the same formula, charge and spin comes out at 203.13 kJ/mol. The HOMO energy comes out at -9.055 eV. As for the SMILES: O[C@@H]1[C@H](F)[C@H](S)[C@@H]1Cl. The net charge is 0. For the total energy, the calculation gives -32365.2066 eV.

Below is a cluster of 6 separate species, C7H26NO5 in total at a distorted geometry, with properties calculated with ωB97M-V/def2-TZVPD.

XYZ file:
```
39
Properties=species:S:1:pos:R:3:lowdin_charge:R:1
O -3.78 -2.34 0.37 -0.031
O 1.84 -0.46 3.62 0.002
O -2.18 1.28 -2.92 -0.023
O 2.05 3.54 -1.76 -0.081
O -3.19 0.84 3.15 -0.080
N -2.79 0.52 0.55 0.139
C -1.44 1.00 0.87 -0.152
C 1.57 -0.50 -2.30 -0.046
C 1.78 -0.56 -0.86 -0.312
C -0.58 -0.04 0.13 -0.177
C 3.45 -2.43 -0.36 -0.106
C 2.51 -1.38 -0.05 -0.139
C 0.88 0.44 -0.14 -0.172
H 2.24 4.02 -0.98 0.004
H 2.40 -1.20 1.02 0.085
H -1.09 -0.37 -0.81 0.115
H -2.25 0.94 3.21 -0.004
H -3.42 1.52 3.92 0.152
H -1.71 0.64 -3.43 0.025
H -4.31 -2.77 1.00 0.026
H -0.74 -1.00 0.64 0.129
H 4.49 -2.25 -0.21 0.062
H 2.35 0.05 -2.81 0.087
H 0.90 1.46 -0.75 0.140
H 2.67 -0.80 3.90 0.039
H 1.65 -1.46 -2.75 0.067
H 3.28 -3.40 0.22 0.111
H 0.48 0.04 -2.33 0.116
H -1.11 1.90 0.34 0.138
H 2.10 -0.35 2.77 -0.069
H -3.63 0.68 1.24 0.197
H -1.34 0.99 1.95 0.101
H -2.85 0.95 -0.40 0.155
H 1.39 0.66 0.81 0.099
H -2.73 -0.47 0.31 0.093
H 2.91 3.70 -2.28 0.098
H -3.17 -3.00 -0.02 0.078
H 3.54 -2.47 -1.49 0.100
H -2.13 2.08 -3.40 0.033
```

For the HOMO-LUMO gap, the calculation gives 8.9162 eV. The energy above the lowest of the compared OMol25 structures with the same formula, charge and spin comes out at 273.59 kJ/mol. The HOMO energy comes out at -11.430 eV. The net charge is +1. For the total energy, the calculation gives -19399.7184 eV.

Below is a cluster of 10 separate species, C32H90N6O10 in total at a distorted geometry, with properties calculated with ωB97M-V/def2-TZVPD.

XYZ file:
```
138
Properties=species:S:1:pos:R:3:lowdin_charge:R:1
O 4.12 3.78 -3.75 -0.185
O -1.24 0.28 5.40 -0.231
O 5.47 -4.34 -0.79 -0.045
O 1.03 -4.62 4.14 -0.229
O -1.14 -1.12 1.34 -0.125
O 0.69 -7.51 -2.94 -0.075
O 0.47 -1.97 -3.83 -0.217
O -3.08 -2.77 0.38 -0.073
O -5.24 3.94 0.10 -0.163
O 0.43 4.51 -1.80 -0.194
N 5.37 1.76 -2.01 0.053
N -3.10 3.69 3.20 0.038
N 0.74 -0.96 4.05 0.050
N -2.89 -1.43 3.49 0.046
N -0.89 0.28 -6.24 0.010
N 2.66 5.99 -0.66 0.043
C 4.45 -3.59 -1.29 -0.367
C 2.15 -5.17 3.42 -0.101
C 3.32 4.90 -4.15 -0.071
C 3.40 0.33 -2.46 -0.063
C -0.26 -5.44 -2.48 -0.106
C -0.45 1.34 5.78 -0.143
C -2.17 0.77 4.35 -0.153
C 0.22 -0.77 -0.49 -0.075
C -0.34 3.33 -1.96 -0.102
C -4.11 -0.68 5.34 -0.066
C -2.47 -3.91 -0.24 -0.295
C -6.55 3.50 -0.29 -0.100
C -0.44 -0.05 -4.94 -0.447
C -2.49 3.12 0.91 -0.049
C 1.27 -2.21 6.02 -0.047
C 0.85 7.49 -1.20 -0.061
C 0.39 4.98 -0.46 -0.191
C -1.42 -4.40 0.71 -0.077
C 3.35 2.75 -3.13 -0.207
C 4.25 1.50 -2.91 -0.434
C -3.36 -0.20 4.08 -0.403
C 3.50 -3.17 -0.15 -0.068
C 0.30 -1.42 -5.14 -0.179
C 1.29 6.30 -0.34 -0.411
C -1.77 -0.30 -4.24 -0.057
C -3.47 4.00 1.82 -0.376
C 1.69 -2.75 -3.80 -0.102
C -4.92 3.61 1.40 -0.233
C 0.46 -3.32 3.73 -0.121
C -0.81 -0.15 0.40 -0.323
C 1.29 -2.20 4.48 -0.409
C 0.93 -6.26 -2.27 -0.321
H -1.57 -0.69 -3.24 0.062
H 2.79 0.56 -1.59 0.070
H -1.40 3.46 -1.72 0.075
H -0.10 -4.48 -2.00 0.058
H 4.86 -2.74 -1.83 0.100
H -1.01 2.25 5.99 0.088
H -3.45 -1.04 6.13 0.073
H 2.65 -2.31 -4.05 0.084
H -6.84 3.57 -1.34 0.083
H 2.69 -5.92 3.99 0.082
H -0.90 -5.28 0.33 0.067
H -2.58 2.06 1.13 0.063
H 2.85 5.18 -0.09 0.068
H 0.29 -2.29 6.50 0.079
H 4.87 2.02 -1.17 0.068
H -0.15 -1.70 -0.91 0.068
H -2.11 3.88 3.30 0.074
H 2.56 2.45 -3.81 0.109
H -2.20 0.70 -4.25 0.076
H -0.05 -0.75 4.64 0.017
H -1.46 3.43 1.06 0.053
H 1.75 -3.13 6.34 0.066
H 1.65 -3.22 -2.81 0.057
H -0.66 5.26 -0.34 0.111
H 1.89 -5.80 -2.51 0.102
H -6.80 2.48 -0.01 0.084
H -2.05 -3.64 -1.21 0.097
H 2.85 3.09 -2.23 0.113
H -4.05 0.31 3.40 0.131
H 4.08 -0.51 -2.34 0.071
H -0.56 -3.33 4.10 0.116
H 0.51 -3.29 2.64 0.099
H 1.74 -5.63 2.52 0.074
H 1.44 -8.10 -2.86 0.080
H 0.34 1.43 5.03 0.083
H 0.15 0.75 -4.51 0.126
H -3.27 5.06 1.68 0.131
H 2.55 -2.77 -0.48 0.043
H -1.70 -4.68 1.73 0.096
H -0.31 3.12 -3.03 0.077
H -1.75 -1.74 0.95 0.025
H -7.39 4.06 0.11 0.080
H -2.34 -1.02 -4.82 0.091
H 4.62 1.11 -3.86 0.136
H 2.67 0.15 -3.25 0.065
H -2.12 -1.72 4.07 0.050
H 2.90 -4.41 3.20 0.070
H 1.60 -3.60 -4.47 0.085
H -4.71 0.12 5.75 0.068
H -1.64 0.21 -0.20 0.113
H -0.41 0.69 0.97 0.112
H -0.07 7.94 -0.83 0.071
H 5.91 2.55 -2.33 0.069
H 2.32 -2.31 4.14 0.121
H 3.86 -2.47 0.61 0.076
H 1.22 6.52 0.73 0.130
H 1.66 8.21 -1.08 0.077
H 0.07 1.07 6.71 0.091
H 0.69 4.29 0.33 0.114
H -2.43 -1.22 2.62 0.024
H 1.12 -1.00 0.09 0.076
H 0.09 2.38 -1.62 0.079
H -1.13 -5.87 -1.98 0.078
H -1.75 1.21 3.44 0.106
H 0.41 -0.14 -1.36 0.056
H -2.70 1.63 4.74 0.087
H -0.67 -3.61 0.68 0.055
H 1.19 -1.26 -5.75 0.116
H 2.42 4.49 -4.61 0.085
H 0.97 -6.53 -1.21 0.108
H -3.51 4.46 3.72 0.075
H -4.80 -1.49 5.15 0.071
H 0.34 -1.03 3.13 0.045
H -0.03 0.48 -6.73 0.077
H 3.30 -4.08 0.42 0.067
H -0.48 -5.36 -3.55 0.092
H -3.79 -2.58 -0.24 0.102
H 5.88 -3.63 -0.29 0.092
H -0.18 -2.28 -5.61 0.131
H 1.82 -1.43 6.55 0.075
H -2.77 3.33 -0.12 0.058
H 0.62 7.22 -2.22 0.076
H 2.75 5.60 -1.58 0.023
H -1.54 1.06 -6.22 0.076
H 3.10 5.51 -3.28 0.062
H 3.89 -4.19 -2.01 0.097
H -3.16 -4.73 -0.45 0.117
H 3.82 5.50 -4.91 0.090
H -5.06 2.54 1.58 0.121
H -5.58 4.14 2.09 0.122
```

For the HOMO-LUMO gap, the calculation gives 8.4434 eV. The energy above the lowest of the compared OMol25 structures with the same formula, charge and spin comes out at 374.97 kJ/mol. The HOMO energy comes out at -8.154 eV. As for the SMILES: COC[C@H](C)N.COC[C@H](C)N.COC[C@H](C)N.COC[C@H](C)N.COC[C@H](C)N.COC[C@H](C)N.CCO.CCO.CCO.CCO. The net charge is 0. For the total energy, the calculation gives -64051.3288 eV.

Below is a cluster of 7 separate species, C20H54BClO10S6Si in total at a distorted geometry, with properties calculated with ωB97M-V/def2-TZVPD.

XYZ file:
```
93
Properties=species:S:1:pos:R:3:lowdin_charge:R:1
Cl -2.23 2.27 -3.17 0.492
S 1.47 3.55 -5.74 0.856
S -2.83 0.31 4.24 0.798
S -0.69 -3.40 2.89 0.830
S -1.95 3.08 9.37 0.814
S 5.71 -4.17 -3.40 0.811
S -4.82 0.54 0.78 0.791
Si 1.48 0.19 -1.84 0.613
O 1.51 3.12 -4.31 -0.570
O -1.16 2.76 8.15 -0.555
O -2.44 -0.99 4.88 -0.581
O 2.29 -1.95 -3.79 -0.010
O -2.53 -2.22 -3.52 0.043
O -4.46 1.61 1.77 -0.573
O 2.37 1.26 -0.80 -0.199
O -0.47 -2.50 -2.52 -0.117
O 6.67 -3.02 -3.39 -0.552
O -0.51 -2.70 1.59 -0.563
C -1.68 -3.00 -3.05 -0.259
C -1.80 4.86 9.66 -0.274
C -0.75 2.25 -0.83 -0.160
C 4.31 -0.35 -3.13 -0.198
C -2.12 -4.48 2.73 -0.258
C -1.66 0.63 2.91 -0.279
C -3.69 3.11 8.89 -0.276
C 5.31 -4.52 -5.12 -0.261
C -5.56 1.36 -0.64 -0.261
C -0.52 2.31 -2.40 -0.663
C 5.19 -0.73 -1.84 -0.126
C 0.63 -1.19 -0.76 -0.205
C 2.93 4.56 -6.05 -0.265
C 0.54 -4.73 2.97 -0.269
C -0.78 -1.63 -1.37 -0.223
C 0.27 1.07 -3.03 -0.278
C 6.67 -5.67 -3.11 -0.269
C -2.25 1.63 5.33 -0.267
C 0.27 4.89 -5.88 -0.259
C -6.33 -0.25 1.36 -0.265
B 2.75 -0.80 -3.00 -0.386
H -4.79 1.95 -1.14 0.030
H 4.59 -1.16 -0.97 0.072
H -6.37 2.01 -0.32 0.058
H 3.82 3.92 -5.97 0.052
H 2.02 1.08 0.10 0.041
H 4.78 -0.78 -4.08 0.096
H 6.02 -6.54 -3.22 0.052
H 1.35 -2.07 -0.64 0.096
H 0.90 1.46 -3.91 0.052
H 0.48 -5.35 2.08 0.054
H 1.53 -4.28 3.04 0.050
H 2.50 -2.78 -3.32 0.084
H -1.19 1.50 5.55 0.058
H -1.51 3.08 -0.58 0.078
H 4.31 0.80 -3.19 0.099
H -1.40 -2.27 -0.65 0.117
H -2.02 -5.12 1.85 0.055
H -4.30 3.46 9.74 0.051
H -0.10 3.33 -2.66 0.086
H -0.77 5.07 9.94 0.049
H 0.30 5.31 -6.89 0.053
H 4.71 -5.43 -5.18 0.054
H -1.82 -0.11 2.12 0.032
H 5.75 0.21 -1.50 0.079
H 5.96 -1.52 -2.17 0.040
H 0.50 5.67 -5.14 0.061
H -0.46 0.28 -3.42 0.081
H -2.41 2.60 4.84 0.060
H -1.38 -0.72 -1.72 0.103
H 3.00 5.36 -5.31 0.059
H -3.83 3.77 8.03 0.058
H -5.94 0.61 -1.34 0.056
H -7.09 0.50 1.56 0.058
H 7.05 -5.64 -2.09 0.051
H 4.74 -3.69 -5.52 0.051
H -0.64 0.56 3.28 0.061
H -1.83 -4.13 -3.05 0.156
H 7.50 -5.73 -3.81 0.058
H -2.06 5.41 8.75 0.057
H -1.84 1.63 2.50 0.045
H -4.00 2.10 8.63 0.048
H 0.36 -5.34 3.86 0.052
H 6.23 -4.65 -5.70 0.058
H 2.88 4.99 -7.05 0.052
H -6.69 -0.95 0.60 0.053
H -1.25 1.28 -0.46 0.071
H -3.01 -3.86 2.63 0.050
H -6.10 -0.80 2.28 0.049
H -2.82 1.60 6.25 0.025
H 0.18 2.51 -0.22 0.084
H -2.46 5.15 10.48 0.051
H -0.72 4.49 -5.68 0.048
H -2.22 -5.10 3.63 0.055
H 0.40 -0.76 0.28 0.073
```

For the HOMO-LUMO gap, the calculation gives 8.4006 eV. The HOMO energy comes out at -7.978 eV. The net charge is 0. For the total energy, the calculation gives -128173.9710 eV.

Below is the molecule C6H7IO3 at a distorted geometry, with properties calculated with ωB97M-V/def2-TZVPD.

XYZ file:
```
17
Properties=species:S:1:pos:R:3:lowdin_charge:R:1
I 3.49 -0.52 -0.24 0.743
O -0.77 1.98 -0.86 0.120
O 1.20 2.38 0.90 0.083
O 0.67 -1.20 0.80 -0.066
C -0.38 -0.84 0.05 -0.287
C -1.81 -1.17 0.41 0.032
C 1.06 1.29 0.42 -0.391
C -0.06 -0.33 -1.31 -0.065
C 1.59 -0.20 0.98 -0.481
C 0.11 1.02 -0.67 -0.276
H 0.97 -0.72 -1.62 0.084
H -2.33 -0.71 -0.31 0.038
H -0.83 2.50 -0.12 0.070
H -1.93 -2.24 0.44 0.095
H 2.03 -0.21 1.94 0.062
H -2.17 -0.73 1.32 0.087
H -0.83 -0.32 -2.13 0.152
```

For the HOMO-LUMO gap, the calculation gives 7.6027 eV. The energy above the lowest of the compared OMol25 structures with the same formula, charge and spin comes out at 259.87 kJ/mol. The HOMO energy comes out at -7.780 eV. The net charge is 0. For the total energy, the calculation gives -20575.0344 eV.

Below is a cluster of 2 separate species, C2H8S4 in total at a distorted geometry, with properties calculated with ωB97M-V/def2-TZVPD.

XYZ file:
```
14
Properties=species:S:1:pos:R:3:lowdin_charge:R:1
S 2.11 1.38 1.20 0.294
S -1.98 -0.47 0.88 0.340
S 2.85 0.48 -0.57 0.349
S -2.20 -2.11 -0.44 0.329
C -2.79 0.80 -0.15 -0.489
C 1.36 0.61 -1.60 -0.492
H -2.82 1.73 0.43 0.034
H 0.55 0.55 -0.87 -0.028
H -3.83 0.48 -0.31 0.030
H 1.69 0.15 1.58 -0.196
H 1.31 1.61 -2.05 0.032
H -2.28 0.82 -1.09 0.006
H 1.40 -0.15 -2.37 0.029
H -0.89 -2.15 -0.63 -0.237
```

For the HOMO-LUMO gap, the calculation gives 9.2395 eV. The energy above the lowest of the compared OMol25 structures with the same formula, charge and spin comes out at 35.67 kJ/mol. The HOMO energy comes out at -8.993 eV. As for the SMILES: CSS.CSS. The net charge is 0. For the total energy, the calculation gives -45544.3708 eV.